No. 1
Formula: C26H59NNiOP3
Source: OMol25
Level of theory: the ωB97M-V functional and the def2-TZVPD basis

XYZ file:
```
91
Properties=species:S:1:pos:R:3:forces:R:3
Ni -0.345413 -1.938683 -0.218007 -0.0014 0.9575 -0.8772
P 1.729712 -2.193915 -0.733385 2.3908 -0.2481 -1.0284
P -2.412346 -1.394755 0.030613 -2.5701 0.7837 -0.0648
N -0.724541 -1.691369 -2.488986 -0.0104 0.5238 -0.6088
C 1.649236 -2.140264 -2.579932 0.4885 -0.1225 -0.2929
H 2.606445 -1.842893 -3.022331 -0.1822 -0.2140 0.0307
H 1.436298 -3.171161 -2.910024 0.0532 0.2872 0.0129
C 0.546660 -1.214047 -3.074947 -0.2703 -0.0375 0.1232
H 0.709977 -0.172380 -2.758230 0.0221 -0.3434 -0.0722
H 0.476456 -1.231740 -4.174635 0.2031 0.1311 0.2570
C -1.855292 -0.748669 -2.634166 0.2592 -0.1607 0.0449
H -2.183605 -0.720198 -3.686184 -0.0140 0.1774 0.3069
H -1.508333 0.256952 -2.353380 -0.2010 -0.3077 -0.0393
C -2.972791 -1.239674 -1.724474 -0.5224 0.0523 -0.0845
H -3.289097 -2.246492 -2.043080 0.0556 0.2856 -0.0117
H -3.836740 -0.572320 -1.812788 0.0634 -0.2710 -0.0253
C -2.944937 0.231530 0.772923 0.1933 -0.0246 -0.2687
C -2.561974 0.410748 2.238984 0.2911 0.0438 0.3259
H -2.763834 1.452090 2.526671 -0.0091 -0.2793 -0.0573
H -1.501815 0.209904 2.427047 -0.2485 0.1166 -0.0913
H -3.152731 -0.236558 2.899874 0.1280 0.2635 -0.2201
C -3.468282 -2.735846 0.751251 0.1494 0.0065 -0.3508
C -3.362386 -2.791573 2.277612 -0.0699 -0.2961 0.1938
H -3.668009 -3.792925 2.610782 0.0527 0.2426 -0.0207
H -4.037505 -2.070856 2.759363 0.2330 -0.1944 -0.2016
H -2.340941 -2.622180 2.642801 -0.2546 0.0130 -0.0369
C 2.418576 -3.865110 -0.343491 -0.2306 0.0684 -0.2860
C 2.799757 -3.997234 1.132971 0.0323 -0.3112 0.1796
H 2.816801 -5.064394 1.392552 0.0316 0.2437 -0.0012
H 2.083478 -3.506249 1.805083 0.2411 -0.0924 -0.1211
H 3.804435 -3.600533 1.331122 -0.3453 -0.0893 -0.0972
C 3.024409 -0.918618 -0.313974 -0.3044 0.0021 -0.1825
C 3.333834 -0.789087 1.175346 -0.1005 0.1996 0.4562
H 3.858753 0.164188 1.336427 -0.0989 -0.2616 -0.0169
H 3.995108 -1.590125 1.529747 -0.1735 0.2714 -0.1753
H 2.435689 -0.781432 1.801360 0.2491 0.0421 -0.1550
C 0.008708 -1.924384 1.612794 0.3890 0.6517 1.8217
C -4.924689 -2.742069 0.280964 -0.1807 -0.1790 0.0881
H -5.498866 -1.905265 0.696573 0.1900 -0.2659 -0.1392
H -5.016885 -2.722793 -0.810694 -0.0188 0.0129 0.2361
H -5.392664 -3.670313 0.633234 0.0108 0.1806 -0.0854
C 3.543461 -4.330686 -1.271127 0.1232 -0.2602 0.0396
H 3.741217 -5.389904 -1.063132 0.0279 0.1740 -0.0797
H 3.277508 -4.250222 -2.331211 0.1016 -0.0075 0.2173
H 4.478192 -3.783058 -1.099625 -0.3146 -0.1675 -0.0545
C 4.342605 -1.055814 -1.077613 0.2070 0.1726 -0.1422
H 4.917032 -0.128562 -0.935177 -0.1114 -0.2207 -0.0535
H 4.955791 -1.873881 -0.674948 -0.2190 0.2709 -0.1298
H 4.220405 -1.198747 -2.156996 0.1157 0.0097 0.2521
C -4.427561 0.566198 0.598030 -0.1802 0.1572 -0.0097
H -5.053501 -0.011839 1.292446 0.1986 0.1883 -0.2276
H -4.569459 1.627951 0.847971 0.0131 -0.2468 -0.0556
H -4.797795 0.423055 -0.423390 -0.0085 0.0142 0.2738
H -2.341962 0.943867 0.178967 -0.1429 -0.1664 0.1836
H 2.515623 0.008632 -0.637243 0.1790 -0.2617 0.1629
H -2.976292 -3.636052 0.343130 -0.1749 0.0902 0.1223
H 1.539798 -4.508255 -0.527038 0.2192 0.0293 0.0494
O 0.311086 -1.086087 2.439348 -0.2003 -1.2251 -0.1445
H -0.985878 -2.487040 -3.058246 -0.0287 -0.4909 0.2538
H -0.137195 -3.026446 1.840335 0.1508 -0.0919 0.9846
C -0.984089 3.607970 2.533969 -0.0888 -0.0375 0.0453
C -1.005533 3.605774 0.994057 -0.0996 0.1120 -0.7065
C -0.908502 5.035812 0.452251 -0.2862 0.4212 0.1576
P 0.183448 2.358102 0.277436 -0.0332 -1.6014 1.0735
C 0.351952 2.422864 -1.584576 -0.2523 0.2975 -0.0508
C -0.472141 3.505945 -2.280736 0.1659 0.0300 -0.4024
C 1.797754 2.425607 -2.093524 -0.0177 0.0068 -0.0778
C 1.845814 2.714529 1.018692 -0.2253 0.2891 -0.3541
C 2.283278 4.175373 0.914558 0.7598 0.1213 0.2166
C 1.936892 2.193492 2.460882 0.1583 -0.1359 0.1265
H -0.176048 4.241862 2.927768 -0.2190 -0.2331 -0.1706
H -0.893550 2.602719 2.962472 0.0932 0.2466 -0.1075
H -1.934016 4.033461 2.894802 0.2875 -0.0618 -0.1094
H -1.980997 3.184788 0.678242 0.2509 0.2114 0.1756
H 0.127193 5.386005 0.372470 -0.3675 -0.0704 0.0030
H -1.393944 5.137632 -0.523142 0.1746 0.0338 0.2742
H -1.432752 5.709011 1.145667 0.1040 -0.0342 -0.1799
H -0.093047 1.444684 -1.850579 0.2277 0.5390 -0.0182
H -0.062669 4.506754 -2.088810 -0.1589 -0.2851 -0.0367
H -0.424665 3.339764 -3.366700 -0.0790 0.0623 0.1653
H -1.528360 3.482525 -1.987907 0.2013 0.0612 0.0019
H 2.326008 1.497576 -1.835715 -0.0478 0.3248 -0.0340
H 1.790508 2.502250 -3.189956 0.0413 -0.0189 0.1958
H 2.366093 3.276768 -1.697695 -0.0984 -0.2580 -0.1722
H 2.537303 2.104678 0.412780 -0.2202 0.1344 0.0990
H 1.781292 4.814449 1.655971 0.0715 -0.2346 -0.2731
H 3.361521 4.221355 1.133500 -0.2071 0.1744 -0.0065
H 2.141694 4.606160 -0.085728 -0.0356 -0.1062 0.2929
H 1.420546 1.229548 2.584745 0.1256 0.3185 -0.0587
H 2.995841 2.039760 2.716741 -0.2496 0.1047 0.0463
H 1.519447 2.910364 3.180197 0.1479 -0.2376 -0.2222
```
Forces are in eV/Å.

Summary:
LUMO level (spin up / spin down) ... -2.4616 / -3.5083 eV
2S+1 ... 3
Total charge ... +1
Kohn-Sham gap (spin up / spin down) ... 6.39 / 6.45 eV
Largest force on an atom ... 2.7 eV/Å
Relative energy (zero: lowest compared OMol25 entry of this formula, charge and spin) ... 16.6 kcal per mole
DFT total energy ... -3688.129662 hartree

=====

No. 2
Formula: C48H76KN4O2P2SSbSeSi
Source: OMol25
Level of theory: the ωB97M-V functional and the def2-TZVPD basis

XYZ file:
```
137
Properties=species:S:1:pos:R:3:forces:R:3
K 1.992726 0.755278 -0.864397 -1.5308 -0.1413 -1.1948
C -2.829158 0.500173 -2.854537 0.0283 -0.0499 -0.0165
Si -1.745808 0.337524 -1.242432 0.0354 0.0955 0.0352
C -3.025407 1.077269 0.029198 -0.0081 0.0285 -0.0348
C -4.071984 1.910729 -0.392160 -0.0247 0.0035 0.0214
C -4.960813 2.500691 0.494724 -0.0025 -0.0196 -0.0326
C -4.854913 2.245957 1.854310 0.0305 -0.0049 0.0074
C -3.829793 1.425364 2.301826 -0.0222 0.0262 0.0152
C -2.905162 0.870910 1.417854 0.0304 0.0056 0.0140
P -1.474481 -0.134663 1.992153 0.0981 0.0580 -0.0824
C -2.283536 -1.255827 3.244819 0.0175 -0.0088 0.1399
C -1.314045 -2.374167 3.658187 -0.0914 0.0370 -0.0412
C -1.945721 -3.342224 4.654204 -0.0206 0.0163 0.0308
C -3.208467 -3.965668 4.067691 0.0176 -0.0289 -0.0300
C -4.186321 -2.884231 3.619161 -0.0042 0.0221 0.0112
C -3.532777 -1.907423 2.643815 0.0096 -0.0458 -0.0723
C -0.508524 1.132122 2.979876 0.0002 -0.0146 0.0733
C 0.955868 0.667900 3.123666 -0.0341 -0.0162 -0.0082
C 1.691527 1.496523 4.168371 -0.0034 0.0239 -0.0033
C 1.121433 1.237930 5.570563 0.0215 -0.0026 0.0077
C -0.388653 0.948316 5.522441 0.0105 0.0494 -0.0335
C -1.048304 1.645034 4.333561 -0.0168 0.0197 -0.0033
C -2.200782 -1.557256 -0.937106 -0.0188 -0.0234 -0.0066
C -3.562979 -1.875435 -0.839981 0.0102 0.0026 -0.0531
C -4.026275 -3.166563 -0.652581 -0.0188 -0.0175 -0.0642
C -3.114744 -4.208343 -0.553454 -0.0205 0.0019 -0.0102
C -1.761098 -3.931447 -0.658319 0.0170 0.0053 0.0357
C -1.285164 -2.627603 -0.845430 -0.0029 0.0073 -0.0182
P 0.506165 -2.236130 -1.067748 -0.0140 -0.0173 0.1203
C 0.846308 -2.843857 -2.791526 0.0276 0.0170 -0.0319
C 0.031406 -1.973702 -3.782282 0.0201 0.0237 -0.0116
C -1.166930 -2.739147 -4.331442 0.0017 0.0060 -0.0114
C -0.697653 -3.929266 -5.181091 -0.0047 -0.0101 -0.0080
C 0.595866 -4.546811 -4.620552 0.0158 0.0011 -0.0029
C 0.683305 -4.337298 -3.109646 -0.0271 -0.0127 0.0219
C 1.539164 -3.331332 0.040627 0.0137 -0.0850 -0.0494
C 1.635697 -2.603844 1.395284 0.0162 0.0435 0.0221
C 2.278396 -3.482074 2.462903 0.0053 0.0158 0.0059
C 1.408500 -4.711243 2.775968 -0.0006 -0.0059 0.0177
C 0.547176 -5.102782 1.569302 -0.0163 -0.0297 -0.0317
C 1.297547 -4.843706 0.262764 0.0203 0.0051 0.0216
H -3.860341 0.147364 -2.733736 -0.0136 -0.0039 -0.0205
H -2.877682 1.528189 -3.222558 0.0246 0.1074 -0.0218
H -2.366211 -0.090288 -3.651496 -0.0042 0.0159 0.0067
H -4.204801 2.101222 -1.451117 0.0202 0.0148 -0.0015
H -5.746072 3.149186 0.120689 -0.0035 0.0040 0.0040
H -5.552428 2.685305 2.558358 -0.0107 -0.0106 0.0006
H -3.763395 1.207479 3.361691 -0.0228 0.0011 -0.0098
H -2.579365 -0.689860 4.140008 0.0002 -0.0067 0.0233
H -1.038571 -2.927893 2.753724 -0.0454 0.0457 0.0490
H -0.385642 -1.971431 4.061216 0.1068 0.0901 0.0711
H -1.227791 -4.120941 4.930334 -0.0075 0.0000 -0.0066
H -2.196934 -2.801773 5.575815 -0.0067 -0.0065 -0.0017
H -2.928446 -4.570428 3.196660 -0.0033 -0.0001 -0.0013
H -3.679028 -4.642619 4.787517 -0.0041 0.0086 0.0136
H -5.068370 -3.337387 3.156929 0.0030 -0.0070 -0.0132
H -4.539542 -2.331573 4.499290 -0.0039 -0.0007 0.0064
H -3.242682 -2.443962 1.730584 -0.0113 0.0439 0.1252
H -4.250393 -1.145498 2.334793 0.0074 -0.0532 0.0157
H -0.500415 1.982095 2.288531 -0.0059 -0.0116 -0.0343
H 1.009939 -0.388588 3.405477 -0.0157 -0.0753 0.0175
H 1.455636 0.741389 2.158101 0.0082 0.0083 -0.0139
H 2.763094 1.291594 4.133594 0.0026 -0.0133 0.0094
H 1.575937 2.553292 3.914012 -0.0051 0.0160 -0.0171
H 1.641638 0.394303 6.035609 -0.0095 0.0020 -0.0131
H 1.312275 2.107040 6.207658 0.0021 -0.0008 -0.0011
H -0.558010 -0.125434 5.441634 -0.0050 -0.1523 -0.0412
H -0.865334 1.258219 6.457277 0.0023 0.0090 -0.0099
H -2.131357 1.549080 4.395880 0.0103 -0.0206 -0.0010
H -0.845608 2.719639 4.407450 -0.0038 -0.0024 -0.0055
H -4.286413 -1.067850 -0.897387 -0.0123 -0.0116 0.0046
H -5.091485 -3.359545 -0.575806 -0.0034 0.0024 0.0073
H -3.450080 -5.228673 -0.402086 0.0008 -0.0015 -0.0030
H -1.070112 -4.757431 -0.597587 0.0190 -0.0205 0.0164
H 1.903774 -2.587532 -2.931048 0.0012 -0.0118 -0.0026
H -0.287256 -1.045507 -3.299600 -0.0141 -0.0108 0.0160
H 0.674462 -1.654730 -4.607645 -0.0074 -0.0192 -0.0074
H -1.785942 -3.086502 -3.499969 -0.0046 -0.0042 0.0026
H -1.799846 -2.076334 -4.925778 0.0090 -0.0055 -0.0067
H -1.485161 -4.688311 -5.222113 -0.0024 0.0014 0.0146
H -0.526470 -3.601306 -6.210649 0.0013 -0.0061 -0.0016
H 0.649064 -5.611167 -4.867673 -0.0021 -0.0002 -0.0069
H 1.466442 -4.075496 -5.087332 -0.0022 0.0098 0.0052
H -0.226564 -4.735604 -2.649619 -0.0011 0.0166 -0.0036
H 1.522026 -4.898541 -2.691199 0.0053 -0.0058 -0.0029
H 2.520440 -3.220030 -0.440731 -0.0097 -0.0185 -0.0321
H 2.218438 -1.692846 1.265934 -0.0056 0.0154 0.0091
H 0.638698 -2.292207 1.719283 0.0144 0.0151 0.0068
H 3.265115 -3.795976 2.106502 -0.0055 -0.0060 -0.0076
H 2.456665 -2.899679 3.370892 0.0004 -0.0028 -0.0071
H 2.045311 -5.553657 3.065504 0.0006 0.0015 0.0005
H 0.760851 -4.503066 3.633031 0.0088 -0.0059 -0.0245
H 0.245843 -6.152359 1.641320 0.0010 -0.0003 -0.0056
H -0.375908 -4.517939 1.571126 0.0107 -0.0211 -0.0240
H 2.269718 -5.349485 0.325385 0.0046 0.0150 0.0103
H 0.789337 -5.302198 -0.582344 -0.0091 -0.0107 -0.0202
Se 2.056168 1.159908 -4.226898 0.1690 -0.1271 -0.0746
C 3.418514 2.235525 -4.967565 0.0255 0.0075 0.0460
C 3.579385 2.398407 -6.352048 -0.0408 -0.0107 0.0020
C 4.571959 3.221437 -6.849758 0.0053 0.0058 -0.0140
N 5.436569 3.912368 -6.100907 -0.0215 -0.0064 0.0187
C 5.287725 3.758430 -4.781302 0.0080 -0.0084 -0.0010
C 4.329122 2.960934 -4.183381 0.0360 -0.0683 -0.0011
H 2.917321 1.875966 -7.031381 0.0033 -0.0024 0.0015
H 4.680121 3.335398 -7.926011 0.0077 0.0070 0.0022
H 5.983184 4.312058 -4.155764 0.0074 0.0076 -0.0090
H 4.282802 2.894967 -3.102604 0.0164 -0.0099 -0.0061
O 3.833457 -0.226220 0.450004 0.5236 -0.2703 0.3875
N 3.935502 0.814862 1.128871 0.1475 0.0086 0.1273
O 3.568677 1.860044 0.535211 0.7493 0.5207 0.5719
C 1.868569 4.897272 -3.541352 -0.0088 0.1109 0.0295
N 0.825597 5.564504 -2.756061 -0.1102 -0.0323 0.0004
C -0.204159 4.891961 -2.162984 0.0583 0.0658 0.0694
S -0.761401 5.346914 -0.632460 0.0420 0.0028 -0.1380
N -0.757984 3.885259 -2.839892 0.0042 -0.1751 0.0774
C -0.672256 3.656001 -4.273078 -0.0415 0.0523 0.0005
H 2.834381 5.300772 -3.240163 -0.0449 0.0109 -0.0542
H 1.750961 5.053397 -4.613518 0.0001 -0.0023 -0.0359
H 1.879326 3.821480 -3.354892 -0.0688 0.0297 0.0049
H 1.144799 6.305986 -2.155042 0.0158 0.0077 -0.0003
H -1.328456 3.258452 -2.286007 0.0234 0.0794 -0.0682
H -0.487964 4.604955 -4.775365 0.0021 0.0141 0.0083
H -1.634356 3.279032 -4.613257 -0.0706 -0.0692 0.0074
H 0.102548 2.934099 -4.538490 0.0002 0.0144 0.0132
C 3.776916 4.294926 2.778015 0.0319 -0.0125 -0.0463
Sb 2.101532 4.333484 1.410352 -0.1127 -0.1125 0.1810
C 1.601196 6.345424 2.042591 0.0762 0.0365 -0.0315
C 3.283391 4.906297 -0.295068 -0.0077 -0.0149 -0.0041
H 4.417631 5.160116 2.595352 0.0180 -0.0074 0.0122
H 4.336312 3.374788 2.613918 -0.0045 0.0003 -0.0034
H 3.424391 4.324877 3.810651 -0.0131 0.0108 -0.0062
H 2.498098 6.969179 2.035496 -0.0105 0.0164 0.0027
H 1.203163 6.313206 3.058878 -0.0053 -0.0011 -0.0007
H 0.849929 6.764640 1.376034 -0.0002 -0.0001 0.0009
H 3.312929 5.993522 -0.382424 0.0122 0.0204 -0.0138
H 2.872094 4.477907 -1.208146 0.0132 0.0034 0.1230
H 4.289668 4.514038 -0.152478 -0.0036 0.0001 0.0044
```
Forces are in eV/Å.

Summary:
LUMO level ... 3.9221 eV
Total charge ... -2
Kohn-Sham gap ... 5.25 eV
Largest force on an atom ... 1.9 eV/Å
Relative energy (zero: lowest compared OMol25 entry of this formula, charge and spin) ... 0.0 kcal per mole
DFT total energy ... -6856.175333 hartree